[1]
DFT (the ωB97M-V functional and the def2-TZVPD basis) results for 10 unconnected molecules or ions with the total composition C4H28N2O9 at a distorted geometry.

Values from the calculation:
net charge: +1
frontier orbital gap (spin up / spin down): 10.0 / 6.7 eV
<S²>: 0.761
DFT total energy: -26002.376 eV
HOMO level (spin up / spin down): -0.5051 / -0.5051 Ha
multiplicity: 2
ΔE to the lowest compared entry with this formula, charge and spin: 1.3 kcal/mol

Last column: natural (NBO) charge in e.
Cartesian coordinates (Å):
C 1.86959 0.39263 -0.52419  -0.218
C 1.86176 0.55433 1.00845  -0.505
C 0.83131 1.45701 1.58111  0.325
C -0.54807 1.21878 1.38841  -0.179
N 1.19758 2.56838 2.17434  -0.602
N 1.00377 -0.71283 -0.93145  -0.876
H 1.58588 1.34167 -0.97752  0.178
H 2.88449 0.16420 -0.80253  0.228
H 2.82870 0.87597 1.39973  0.243
H 1.72627 -0.44417 1.44008  0.296
H -1.27954 1.97092 1.64650  0.215
H -0.85464 0.20782 1.16362  0.219
H 2.04979 3.06167 1.93140  0.440
H 0.56147 3.15224 2.70657  0.427
H -0.00049 -0.53798 -0.85073  0.377
H 1.11053 -0.86982 -1.92586  0.378
H 0.84311 1.22239 -3.25783  0.442
H 0.44308 2.50354 -3.90721  0.480
O 0.76683 1.62073 -4.12907  -0.918
H -0.27255 -2.65338 3.46935  0.487
H -0.46461 -1.16410 3.50022  0.465
O 0.19735 -1.83760 3.67045  -0.950
H -1.94118 -2.27762 1.84778  0.479
H -3.06166 -1.44903 2.49179  0.480
O -2.39933 -2.11688 2.69232  -0.965
H -2.03074 -0.43249 -2.84391  0.508
H -2.29239 -0.22499 -1.30740  0.508
O -1.66906 -0.10368 -2.02129  -1.006
H 1.45089 -3.55626 -2.25370  0.475
H 1.47961 -3.42671 -0.80343  0.467
O 1.00021 -3.91758 -1.47779  -0.938
H 1.27630 3.59911 -0.72189  0.466
H 2.71634 3.71396 -0.63553  0.456
O 1.94548 4.30204 -0.68587  -0.918
H -0.26565 -2.69148 0.03469  0.499
H -1.19120 -3.87033 -0.27306  0.517
O -1.07540 -3.12132 0.32443  -0.981
H -1.28001 2.78211 -0.81777  0.488
H -0.66216 1.43828 -1.54907  0.509
O -0.62243 2.39932 -1.39736  -0.986
H -4.00378 -1.81202 -0.35051  0.497
H -2.48965 -1.98939 0.01749  0.499
O -3.22581 -1.33744 -0.04374  -1.006

[2]
DFT (the ωB97M-V functional and the def2-TZVPD basis) results for 11 unconnected molecules or ions with the total composition C4H29N2O12 at a distorted geometry.

Values from the calculation:
net charge: -1
frontier orbital gap: 9.2 eV
DFT total energy: -32169.849 eV
HOMO level: -0.2381 Ha
ΔE to the lowest compared entry with this formula, charge and spin: 69.1 kcal/mol

Last column: natural (NBO) charge in e.
Cartesian coordinates (Å):
C -1.65636 -1.24919 3.10934  -0.062
O -1.11609 -0.20964 3.87297  -0.725
C -1.12882 -1.26066 1.61449  -0.060
C -2.35445 -1.21340 0.63059  -0.530
C -2.31742 0.07870 -0.08943  0.695
N -1.34999 0.09338 -1.14309  -0.895
O -2.98952 1.08911 0.16715  -0.632
N -0.33883 -2.44518 1.35161  -0.864
H -2.70921 -1.08968 3.03457  0.148
H -1.37120 -2.21629 3.62981  0.170
H -0.43977 -0.35604 1.60865  0.203
H -3.28963 -1.28996 1.16057  0.238
H -2.36785 -2.05344 -0.11429  0.224
H -1.22210 0.88319 -1.77451  0.425
H -0.66728 -0.61385 -0.93587  0.412
H 0.67018 -2.32795 1.51456  0.388
H -0.51098 -2.85238 0.42795  0.373
H 2.56416 2.04877 0.20723  0.504
H 3.21360 3.50656 0.20013  0.475
O 3.22907 2.62530 -0.29810  -1.023
H 2.68037 -2.76172 -0.09676  0.487
H 3.68979 -3.77778 0.37712  0.462
O 2.81528 -3.51351 0.48560  -0.951
H 3.36631 0.26091 -1.20120  0.478
H 2.30922 0.34563 0.03122  0.516
O 2.76912 -0.34094 -0.70448  -1.064
H -0.39328 0.77329 -5.14875  0.478
H -1.63340 1.66753 -4.83630  0.474
O -1.21831 1.12575 -5.47897  -0.951
H -1.74012 -1.72328 -2.44103  0.470
H -0.62841 -1.75782 -3.42039  0.463
O -1.32103 -2.22537 -3.14742  -0.937
H 1.57086 -1.33992 -1.52660  0.512
H 1.60634 -2.92374 -1.74253  0.471
O 1.10650 -2.13428 -1.80039  -1.007
H -1.63801 2.96452 0.68068  0.459
H -0.72807 3.02297 1.73213  0.461
O -1.26306 3.63761 1.08462  -0.918
H 0.83998 1.71619 -1.09793  0.465
H 1.79048 2.67046 -1.77154  0.495
O 0.95514 2.22847 -2.03758  -0.989
H 0.56084 1.52998 0.41337  0.433
H 1.30122 1.57670 2.30158  0.493
O 1.27136 1.08563 0.81849  -1.178
H -0.46371 0.25021 3.22644  0.477
H 2.53233 1.23812 3.02510  0.453
O 1.72047 1.75170 3.22399  -1.012

[3]
DFT (the ωB97M-V functional and the def2-TZVPD basis) results for 9 unconnected molecules or ions with the total composition C4H29N2O8.

Values from the calculation:
net charge: +1
frontier orbital gap: 10.2 eV
DFT total energy: -23975.569 eV
HOMO level: -0.4616 Ha
ΔE to the lowest compared entry with this formula, charge and spin: 0.0 kcal/mol

Last column: natural (NBO) charge in e.
Cartesian coordinates (Å):
N 0.67344 0.44741 1.12379  -0.731
C -0.02978 -0.05329 2.34688  -0.236
C -0.86622 -1.29732 2.00276  -0.246
N -1.83137 -0.98692 0.94012  -0.681
C -1.71173 -1.86649 -0.24461  -0.220
C -2.41778 -1.24087 -1.43890  -0.622
H 1.40690 -0.19616 0.81132  0.456
H 1.08770 1.39166 1.24820  0.461
H 0.00813 0.54532 0.33896  0.473
H 0.74131 -0.26422 3.09333  0.215
H -0.66552 0.72993 2.72721  0.245
H -1.34161 -1.60384 2.95578  0.221
H -0.23886 -2.16877 1.74216  0.205
H -2.77888 -1.06349 1.29382  0.384
H -2.10614 -2.86791 -0.09963  0.188
H -0.64682 -2.01876 -0.48860  0.191
H -1.94162 -0.29336 -1.71881  0.210
H -2.33409 -1.89893 -2.29412  0.224
H -3.46763 -1.04049 -1.26412  0.212
H 2.00676 3.94234 0.52438  0.506
H 0.86863 3.21292 -0.29453  0.521
O 1.32106 3.26528 0.58396  -1.017
H 2.23876 -2.05485 -3.50712  0.505
H 1.74434 -2.53567 -2.10684  0.515
O 2.08772 -1.75716 -2.60534  -1.012
H 1.97306 -2.90402 -0.10895  0.500
H 2.03832 -4.38499 -0.59121  0.494
O 1.51389 -3.57797 -0.64540  -0.979
H -0.87823 2.65444 -1.20882  0.518
H -0.47903 3.74496 -2.23076  0.499
O -0.10909 3.00209 -1.73777  -1.011
H 0.52409 1.21433 -2.07620  0.511
H 1.07113 -0.27327 -2.07822  0.508
O 0.73103 0.45105 -1.51555  -1.029
H -2.11847 1.07434 0.09453  0.503
H -1.79823 2.45259 0.79702  0.509
O -1.97184 2.02171 -0.06691  -1.007
H -1.14179 3.73651 2.70193  0.497
H -0.05361 3.26029 1.69050  0.506
O -0.83572 2.96935 2.20436  -0.999
H 2.81030 -1.21921 -0.98921  0.517
H 3.92850 -1.22523 0.12234  0.502
O 2.98897 -1.32334 -0.03172  -1.006

[4]
DFT (the ωB97M-V functional and the def2-TZVPD basis) results for a gas-phase ion, C4H2BrN2O2 (charge -1) at a distorted geometry.

Values from the calculation:
net charge: -1
frontier orbital gap: 6.8 eV
DFT total energy: -81296.027 eV
HOMO level: -0.1384 Ha
ΔE to the lowest compared entry with this formula, charge and spin: 0.0 kcal/mol

Last column: natural (NBO) charge in e.
Cartesian coordinates (Å):
C -0.66151 0.93384 0.29582  -0.076
C 1.70660 0.25048 0.04998  0.203
C -1.42768 -0.44017 -1.48368  0.002
C 2.56636 -0.84885 0.83280  0.748
N 0.56037 0.52141 0.22608  -0.315
N -1.65693 0.40998 -0.51511  -0.582
O 2.86798 -0.42101 1.93284  -0.707
O 2.73061 -1.86987 0.20254  -0.688
Br -3.14262 -0.94170 -2.30487  -0.157
H -0.94852 1.66468 1.03265  0.183
H -2.59464 0.74121 -0.26906  0.388